1.
The following is a DFT calculation (the ωB97M-V functional and the def2-TZVPD basis) of the molecule C5H6N2.

Atoms and positions in Å:
C (-1.36588, -0.56013, 0.00155)
C (-1.34090, 0.99538, 0.16427)
C (0.16002, 0.79867, 0.23013)
N (1.34118, 1.26592, -0.05971)
C (2.09027, 0.10436, -0.19260)
C (1.33158, -1.03486, -0.04395)
N (0.08392, -0.55238, 0.29165)
H (-1.56713, -0.87774, -1.02462)
H (-1.96563, -1.14009, 0.70643)
H (-1.69726, 1.55656, -0.70191)
H (-1.81703, 1.36979, 1.07374)
H (3.15271, 0.15530, -0.38785)
H (1.59414, -2.08077, -0.05714)

Properties
calculated total energy: -8260.9671 eV
SMILES: c1cn2c(n1)CC2
ΔE to the lowest compared entry with this formula, charge and spin: 1.391 eV
E_LUMO: 0.950 eV
gap between HOMO and LUMO: 0.35313 Eh



2.
The following is a DFT calculation (the ωB97M-V functional and the def2-TZVPD basis) of C5H6N2 as an isolated structure in a non-equilibrium geometry.

Atoms and positions in Å:
N (2.51529, -1.14601, 1.15235)
C (1.65065, -0.44835, 0.83225)
C (0.58197, 0.47175, 0.43472)
C (0.54850, 0.98051, -1.03695)
C (-0.88110, 0.52859, -0.97424)
C (-1.32957, -1.16064, 0.78474)
N (-0.72531, -0.17434, 0.15971)
H (0.48166, 1.27334, 1.17153)
H (1.20096, 0.35916, -1.66783)
H (0.78406, 2.03614, -1.20114)
H (-1.69075, 0.39637, -1.67868)
H (-2.12669, -1.65940, 0.25196)
H (-1.00966, -1.45710, 1.77158)

Properties
calculated total energy: -8258.8342 eV
ΔE to the lowest compared entry with this formula, charge and spin: 3.524 eV
E_LUMO: 0.770 eV
gap between HOMO and LUMO: 0.29121 Eh



3.
The following is a DFT calculation (the ωB97M-V functional and the def2-TZVPD basis) of the molecule C5H6N2 in a non-equilibrium geometry.

Atoms and positions in Å:
N (-0.54510, -0.60365, 2.72620)
C (-0.72385, -0.69517, 1.58618)
C (-0.92334, -0.86295, 0.15886)
C (-0.83628, 0.28151, -0.79455)
C (-0.58484, 1.57894, -0.15563)
C (1.39707, -0.11596, -0.20525)
N (0.20785, -0.72748, -0.78778)
H (-1.60592, -1.66766, -0.09746)
H (-1.54390, 0.29582, -1.63265)
H (0.26816, 2.06926, -0.76398)
H (1.11745, 0.79409, 0.45178)
H (2.05998, 0.23736, -1.00012)
H (1.92031, -0.80763, 0.47005)

Properties
calculated total energy: -8256.1561 eV
ΔE to the lowest compared entry with this formula, charge and spin: 6.202 eV
E_LUMO (spin up / spin down): -1.150 / -1.193 eV
gap between HOMO and LUMO (spin up / spin down): 0.29070 / 0.29521 Eh